Entry w
2 unconnected molecules or ions with the total composition C2H3BrO. Source: the Open Molecules 2025 dataset; level of theory: ωB97M-V with the def2-TZVPD basis set.

Atoms and positions in Å:
H 0.6184 0.8412 1.1829
H 0.4768 1.3676 -0.4062
C -1.5273 -1.0295 -0.6976
Br 2.2303 -0.3774 -0.2994
H -0.2734 0.0063 -0.1185
O -2.1285 -1.4552 0.1487
C 0.6036 0.6470 0.1901

Values from the calculation:
HOMO level   -10.2 eV
Multiplicity   1

***

Entry x
2 unconnected molecules or ions with the total composition C2H3BrO. Source: the Open Molecules 2025 dataset; level of theory: ωB97M-V with the def2-TZVPD basis set.

Atoms and positions in Å:
C 0.3119 -0.9679 0.4102
O -1.3243 3.0254 1.0552
Br 1.6165 -1.2357 -1.0604
H 0.7797 -1.2692 1.2368
H -0.5478 -1.6932 0.0198
H 0.1313 0.1571 0.5129
C -0.6081 2.1671 0.9450

Values from the calculation:
HOMO level   -10.0 eV
Multiplicity   1

***

Of them, the most stable is entry x and the least stable is entry w.

***

Entry w
CH2F2N2 in the gas phase. Source: the Open Molecules 2025 dataset; level of theory: ωB97M-V with the def2-TZVPD basis set.

Atoms and positions in Å:
H 0.6226 0.5815 -1.4734
H 0.6317 1.7265 -0.2740
F -0.2991 0.2056 1.4472
C -0.0105 -0.1602 0.1975
N 0.6867 0.7090 -0.5380
F -1.2424 -1.7665 0.8154
N -0.3890 -1.2959 -0.1747

Values from the calculation:
HOMO level   -9.9 eV
Multiplicity   1

***

Entry x
2 unconnected molecules or ions with the total composition CH2F2N2. Source: the Open Molecules 2025 dataset; level of theory: ωB97M-V with the def2-TZVPD basis set.

Atoms and positions in Å:
F -1.5535 1.5885 0.2426
N -0.4637 -0.7121 0.3650
H -2.1428 0.8907 -0.1503
N 1.5445 0.0361 -0.6984
C 0.6349 -0.5165 -0.1370
F 2.8035 0.3061 -0.2819
H -0.8229 -1.5928 0.6600

Values from the calculation:
HOMO level   -10.4 eV
Multiplicity   1

***

Of them, the most stable is entry w and the least stable is entry x.

***

Entry w
C10H18N2O5 in the gas phase. Source: the Open Molecules 2025 dataset; level of theory: ωB97M-V with the def2-TZVPD basis set.

Atoms and positions in Å:
O 2.1877 1.9086 1.2699
H -5.3707 1.4775 0.0034
H -4.0852 1.8703 -1.1286
H -3.9453 -0.1908 1.1276
H -3.8772 2.2691 0.5616
H 2.9367 1.3226 1.1203
H -1.5199 -1.0923 2.2736
H -1.8183 0.9819 0.7038
N 0.6121 -0.6773 -1.0868
C 0.0734 -0.8690 0.1569
H -0.0022 -0.6072 -1.8586
C -1.4430 -1.1132 0.2115
H -1.3456 -2.5846 1.6090
H -5.3621 -0.8874 -0.8193
H 1.4278 1.8470 -1.9382
O 0.7777 -0.8320 1.1488
C 2.0222 1.3871 -1.1118
N -1.8459 -1.7029 1.4890
H 2.2701 -0.4209 -2.2441
H -1.9084 0.6226 -1.0146
C -4.2797 -0.8980 -0.8722
O 2.8968 -2.1517 -0.4014
C 2.9326 -0.8175 -0.2929
H -3.9827 -0.6616 -1.9276
O 0.3144 2.4522 0.2024
C -4.3037 1.5068 -0.1317
H -3.9605 -1.9130 -0.6167
H 3.5698 -2.5114 0.2361
H -1.7013 -1.8157 -0.5745
H 3.0646 1.6802 -1.2069
C 1.9331 -0.1423 -1.2288
C 1.4189 1.9552 0.1863
C -2.1731 0.2187 -0.0147
O 3.7353 -0.2369 0.3872
C -3.6887 0.1312 0.1012

Values from the calculation:
HOMO level   -9.6 eV
Multiplicity   1

***

Entry x
C10H18N2O5 in the gas phase. Source: the Open Molecules 2025 dataset; level of theory: ωB97M-V with the def2-TZVPD basis set.

Atoms and positions in Å:
H 1.6222 -0.8845 2.1555
C 3.2843 -1.0844 0.6085
C 2.3369 -0.2410 1.5464
C 0.5271 0.3016 -0.2028
C 1.6409 0.8767 0.7571
H 0.2840 1.2610 2.1753
H -3.8881 0.5100 -1.0192
H 3.4705 -1.9854 1.2428
H 1.1174 -1.2371 -3.0214
C -2.5165 -0.2553 0.3692
H -0.3853 0.8275 -0.4143
H -1.9718 1.0620 1.7998
N -2.0872 1.0999 0.8115
H 2.9150 -1.4974 -0.4160
H 1.6036 2.3286 2.3466
H 2.9800 0.2734 2.2864
H 4.2613 -0.5913 0.5195
C 0.8941 1.9478 1.6561
C -2.3333 -0.3917 -2.1615
O -2.0023 -1.3430 -2.7837
H -3.7833 -1.2121 -1.0281
H -1.4080 1.0317 -3.1398
H 0.5447 -1.7024 0.2209
H -2.5954 1.9633 0.4436
C 1.2720 -0.0133 -1.5815
O -1.8386 0.8283 -2.2680
O -1.6179 -2.3475 0.9476
H 2.5013 1.3585 0.2496
C -3.2570 -0.3359 -0.9471
N -0.0841 -0.8993 0.2616
H 0.2754 2.7173 1.1482
C -1.3732 -1.2120 0.5731
O 2.3323 0.5223 -2.0310
H -3.3336 -0.5788 1.0531
O 0.6126 -1.0975 -2.1580

Values from the calculation:
HOMO level   -9.4 eV
Multiplicity   1

***

Of them, the most stable is entry w and the least stable is entry x.

***

Entry w
12 unconnected molecules or ions with the total composition C6H35NO12. Source: the Open Molecules 2025 dataset; level of theory: ωB97M-V with the def2-TZVPD basis set.

Atoms and positions in Å:
H -0.3353 3.5196 1.3353
H 2.1095 -0.1729 -0.8302
H -1.8594 -3.7681 2.1215
O 0.0413 3.6338 -1.7857
H -2.6531 -0.2823 -0.9170
H -1.8626 -1.6085 -1.5351
H -3.0255 -3.5152 0.2051
C -0.3461 -0.1644 -0.5433
H 0.1418 0.1829 3.4817
C 2.8573 -1.6491 0.5877
H -1.7504 3.2242 1.1093
H 0.4963 -2.0168 0.1483
H -1.2234 1.8189 -2.7907
H -1.5847 -4.0167 0.0826
H 0.5313 -3.3594 -2.6680
H 0.2772 3.6784 -0.7912
H 0.1493 -1.1200 1.4097
O -0.0357 1.0930 3.0193
H -1.5459 1.9957 3.6708
H 3.2600 2.5091 1.0832
H 0.1210 -0.0353 -1.4881
C -1.6857 -0.8658 -0.6596
H 3.2295 -1.7806 1.6199
O -2.4183 2.1653 3.2979
H 1.5147 1.2152 1.1861
H 2.9065 2.2610 -2.4471
O -2.4528 -4.2151 0.5678
H 1.3677 0.2676 -3.0467
H -2.8120 1.2784 3.3905
H -0.5975 0.8499 -0.0999
O -1.2641 -3.2515 2.7683
C 2.0181 -0.4617 0.2145
O 3.1508 -2.4719 -0.2353
C 0.5331 -0.9531 0.3739
O 1.2892 -0.5291 -3.7294
O -3.1470 -0.7830 2.7113
O -0.3980 -2.9472 -2.8524
O -1.6916 1.4027 -3.4423
H 1.6364 -0.0397 -4.4594
H -0.6250 0.8037 2.3191
H -0.0186 -2.3097 -3.4921
H 3.6144 1.5952 -0.4868
H -2.1905 -1.4572 0.2022
C 3.4974 1.4870 0.6094
O 1.9692 1.8304 -2.4075
H -1.3203 0.5866 -3.6006
H 1.4982 2.5812 -2.2628
N 2.3218 0.6161 1.0987
H -0.3772 -3.3861 2.5132
H 4.4185 1.0384 1.0949
H -0.6811 4.1969 -1.7375
O -1.1134 3.8255 0.8073
H -3.4026 -1.3716 3.2763
H -2.5324 -1.1249 2.0031

Values from the calculation:
HOMO level   -9.5 eV
Multiplicity   1

***

Entry x
12 unconnected molecules or ions with the total composition C6H35NO12. Source: the Open Molecules 2025 dataset; level of theory: ωB97M-V with the def2-TZVPD basis set.

Atoms and positions in Å:
H -1.4507 1.6927 2.5209
C -0.2587 -2.8080 2.5375
H -1.8001 1.9868 -0.5616
H 3.3144 0.6495 1.8223
C -2.8578 0.1173 0.3298
H 2.3509 0.5212 -1.5700
H 0.5691 1.4764 0.4607
H -3.0166 -2.6613 0.8760
H 1.4401 1.9069 -2.9615
C -0.9928 -1.4402 0.4527
H 1.0575 2.2470 2.4776
O -0.0396 -1.6973 -0.2560
H -2.6789 0.2257 1.4087
O 1.7750 -1.5116 -1.8568
C -1.0381 -1.6119 1.9077
N -2.2134 -1.0547 -0.1970
H -0.7081 4.2763 -2.1932
C -2.1406 -1.2041 -1.7013
O -0.4437 3.5957 -1.5586
H -4.4861 -2.3775 1.0752
H 1.6366 -2.4088 -1.5376
H 0.5408 -3.2092 1.8527
H -0.6081 -0.6244 2.3276
O 2.0501 1.2534 -1.0152
H -2.7869 2.3621 0.7761
H -3.9309 0.0447 0.2383
H -2.0278 -1.6970 2.3960
H -0.4902 2.6996 0.7521
H -1.7888 -2.2306 -1.8252
H 3.4329 -1.5526 -0.4241
O 3.0802 -0.1513 1.3239
H -1.0834 -3.4406 2.9030
H -1.3419 -0.6058 -2.1329
H 0.7945 2.5375 3.9216
O 1.0944 2.1330 -3.8247
O 0.0912 2.0164 1.0883
O 2.0436 -0.6032 -4.2630
H -2.3023 1.2886 3.8371
H 2.4395 1.0120 -0.1570
H 1.0803 1.3384 -4.3868
O -3.8511 -3.1009 1.1056
H 0.4309 3.4469 -1.9462
H 3.9069 -0.6298 1.4996
C -2.7018 1.6352 -0.0511
H 1.3017 -0.8797 -3.7217
O 4.3634 -1.5452 -0.1770
O -1.7780 1.9541 3.3885
H 4.8667 -1.1838 -0.9112
H 1.0878 -1.0190 -1.3475
O 1.5164 2.2552 3.3466
H 0.1920 -2.5561 3.4915
H -3.4765 1.7881 -0.7879
H 2.8262 -0.9754 -3.8407
H -3.0643 -0.9803 -2.2134

Values from the calculation:
HOMO level   -10.1 eV
Multiplicity   1

***

Of them, the most stable is entry x and the least stable is entry w.

***

Entry w
A gas-phase ion, C6H17N2 (charge +1). Source: the Open Molecules 2025 dataset; level of theory: ωB97M-V with the def2-TZVPD basis set.

Atoms and positions in Å:
H 0.2255 -0.5004 -4.2647
N 0.6135 0.8711 0.1026
C 0.9616 -0.4684 0.6252
H 1.7830 -0.2876 -1.9889
H -0.9567 1.0932 2.2513
H -2.9300 -0.5442 2.6003
H 1.0492 -0.0543 2.7948
H -1.6232 -1.7594 2.9871
C 0.6464 0.3655 -3.7626
H -0.0014 1.2336 -3.9342
N -0.9973 0.0900 2.0945
H 0.5148 -1.1685 -0.0543
H 2.0369 -0.5929 0.8046
H -1.3245 -0.0535 1.1321
C 0.7616 -0.0133 -2.2753
H 0.3423 1.9317 -1.5276
C 0.4010 -0.5510 2.0741
H -1.8303 -0.4281 4.0285
C 0.0318 0.9151 -1.2719
H 1.6021 0.6133 -4.2296
H 1.3521 1.5577 0.1264
H -1.0412 0.9417 -1.3677
H 0.0634 -0.8547 -2.1221
H 0.2431 -1.6339 2.1934
C -1.9239 -0.7027 2.9839

Values from the calculation:
HOMO level   -12.8 eV
Multiplicity   1
Total charge   +1

***

Entry x
A gas-phase ion, C6H17N2 (charge +1). Source: the Open Molecules 2025 dataset; level of theory: ωB97M-V with the def2-TZVPD basis set.

Atoms and positions in Å:
H 3.3702 0.7479 1.2789
H 1.8540 1.3930 1.9950
H -1.7736 0.2785 -2.0651
C -1.9267 -0.6696 -0.1427
C -0.7773 0.0774 0.5773
N -1.4663 -2.0658 -0.4798
H -1.9090 -2.8506 0.0090
H 2.2676 -1.1976 0.4728
H 1.2489 -0.7935 1.8572
C 2.3252 0.9302 1.0993
H -0.7872 -0.1815 1.6585
H -1.0224 1.1063 0.4459
C -2.5534 0.0464 -1.3565
H -2.7396 -0.7983 0.5940
H -3.3725 -0.5794 -1.6903
C 2.3646 1.8911 -0.0288
H -0.4263 -2.1004 -0.4797
H -2.9377 1.0164 -1.0652
H 0.7220 0.2140 -0.8450
C 1.6175 -0.4242 0.9146
H 1.4615 2.5027 -0.1843
H 3.2290 2.5926 -0.0357
H -1.8451 -2.3192 -1.3984
N 0.4934 -0.3737 -0.0513
H 2.5832 1.5573 -1.0795

Values from the calculation:
HOMO level   -13.2 eV
Multiplicity   1
Total charge   +1

***

Entry y
A molecular structure, C6H17N2. Source: the Open Molecules 2025 dataset; level of theory: ωB97M-V with the def2-TZVPD basis set.

Atoms and positions in Å:
H 0.2504 0.8183 3.3416
C 0.4405 0.4975 2.3200
C 2.3478 -0.7997 -0.9450
C 2.1142 0.7193 -1.1532
H 3.3618 -1.1674 -1.0602
H 1.9748 -1.0803 0.0391
H -1.3681 -0.7357 2.1612
C -0.8509 0.0778 1.6211
H 1.7192 -1.3497 -1.6528
H -3.3964 -0.2330 -1.4893
H -1.2293 -1.3862 -1.3510
H -2.0408 0.8914 -1.2494
H 0.9133 1.3106 1.7726
H 1.1347 -0.3417 2.3470
N -0.5441 -0.5778 0.3751
H 2.7271 1.2086 -0.3852
H 0.3072 1.2552 -1.8284
H -1.5624 0.9108 1.6138
C -2.6366 0.1072 -0.7904
N 0.7420 1.0565 -0.9344
H 0.0866 0.2544 -0.3426
C -1.6822 -1.0601 -0.4101
H 2.4480 1.0695 -2.1288
H -3.1297 0.5049 0.0934
H -2.1271 -1.9504 0.0356

Values from the calculation:
HOMO level   -14.0 eV
Multiplicity   1
Total charge   +1

***

Entry z
2 unconnected molecules or ions with the total composition C6H17N2. Source: the Open Molecules 2025 dataset; level of theory: ωB97M-V with the def2-TZVPD basis set.

Atoms and positions in Å:
H 0.8597 -1.2974 -1.4188
N -0.9704 -0.4881 -3.2067
C 0.9640 1.1502 1.9968
H -1.8418 -0.0360 -3.4544
H 0.1535 -1.3578 2.2373
H 1.7274 -0.6214 -2.8051
H 1.6909 0.5144 2.4920
C -1.8702 -0.7826 2.7024
H -0.9033 1.2859 1.0536
C 1.0940 -0.3789 -1.9573
H 1.3844 0.5614 -0.0859
H 1.9745 1.4311 -1.3119
C -0.1731 0.3650 -2.3526
H 0.1116 1.2556 -2.9195
H -0.6687 0.7219 -1.4341
H -2.6762 -0.1646 2.3132
C -0.1788 0.6372 1.5461
H -0.8497 -1.2850 0.8585
H 1.1633 2.2090 1.9224
H -1.6073 -0.3507 3.6709
H -1.2130 -1.3540 -2.7391
C -0.6499 -0.7602 1.7967
N 1.8834 0.4624 -0.9976
H 2.8052 0.0818 -0.7828
H -2.2094 -1.7992 2.8762

Values from the calculation:
HOMO level   -13.4 eV
Multiplicity   1
Total charge   +1

***

Of them, the most stable is entry x and the least stable is entry y.